Record 1
The following is a quantum chemistry calculation of a 13-piece molecular cluster, C40H71N7O6S6 overall at a distorted geometry, from the OMol25 dataset.

Values from the calculation:
molecular weight: 938.5 g/mol
lowest unoccupied orbital energy: 0.06 eV
relative energy (zero: lowest compared OMol25 entry of this formula, charge and spin): 5.558 eV
energy: -130347.3423 eV
gap between HOMO and LUMO: 7.97 eV
charge: 0
strongest force on any atom: 0.0786 Eh/bohr

Last column: Löwdin charge in e.
Cartesian coordinates (Å):
C 7.39 -6.78 -0.06  -0.3012
S 5.73 -7.11 0.40  0.8235
O 5.73 -6.78 1.89  -0.5846
C 4.87 -5.73 -0.45  -0.2555
H 7.70 -5.79 0.27  0.0637
H 7.51 -6.68 -1.14  0.0505
H 7.99 -7.66 0.19  0.0543
H 5.00 -5.92 -1.52  0.0486
H 5.30 -4.75 -0.23  0.0499
H 3.90 -5.60 0.03  0.0502
C -1.76 -5.83 6.12  -0.2546
S -0.58 -6.59 4.92  0.8085
O -0.92 -8.07 4.87  -0.5801
C -1.19 -5.81 3.42  -0.2769
H -1.58 -6.24 7.11  0.0468
H -2.80 -6.00 5.85  0.0547
H -1.46 -4.78 6.13  0.0417
H -0.63 -6.22 2.57  0.0503
H -1.01 -4.74 3.45  0.0478
H -2.27 -5.93 3.36  0.0532
C 6.98 0.36 2.27  -0.2492
S 6.70 2.17 2.69  0.8358
O 5.48 2.58 1.85  -0.5997
C 6.00 1.79 4.36  -0.2623
H 7.70 -0.06 2.97  0.0436
H 7.34 0.31 1.24  0.0458
H 6.06 -0.16 2.51  0.0438
H 6.75 1.34 5.02  0.0474
H 5.16 1.11 4.23  0.0505
H 5.75 2.73 4.85  0.0438
C 0.23 -0.24 -6.77  -0.2349
S 2.08 -0.26 -6.50  0.8402
O 2.56 -0.16 -7.94  -0.6032
C 2.25 1.41 -5.76  -0.2686
H -0.15 -0.63 -5.82  0.0288
H -0.12 -0.93 -7.54  0.0530
H -0.18 0.76 -6.92  0.0436
H 1.64 1.32 -4.86  0.0412
H 1.90 2.18 -6.45  0.0489
H 3.30 1.63 -5.55  0.0479
C 2.52 6.29 -0.68  -0.2491
S 1.02 5.90 0.36  0.8190
O -0.14 6.14 -0.56  -0.5898
C 1.10 7.39 1.39  -0.2751
H 2.35 7.19 -1.28  0.0531
H 2.57 5.45 -1.37  0.0343
H 3.47 6.30 -0.15  0.0505
H 0.25 7.40 2.07  0.0453
H 0.94 8.31 0.82  0.0567
H 2.10 7.38 1.82  0.0477
C 0.03 5.83 -5.34  -0.2587
S -1.29 5.04 -6.34  0.8308
O -2.58 5.65 -5.85  -0.5844
C -0.91 5.90 -7.92  -0.2707
H 0.27 5.18 -4.49  0.0362
H -0.29 6.77 -4.89  0.0592
H 0.95 5.94 -5.91  0.0426
H -1.42 5.48 -8.79  0.0426
H 0.14 5.96 -8.22  0.0430
H -1.19 6.96 -7.95  0.0556
N -5.46 5.33 -1.99  0.0050
C -5.51 4.56 -0.83  -0.1071
C -6.89 4.47 -0.56  -0.1507
C -7.64 5.10 -1.52  -0.1259
C -6.71 5.67 -2.37  -0.1530
H -4.63 5.56 -2.51  0.1494
H -4.61 4.17 -0.39  0.0969
H -7.41 3.99 0.26  0.0875
H -8.71 5.10 -1.64  0.0965
H -6.95 6.19 -3.29  0.1076
N -1.82 -6.11 -5.78  -0.0093
C -1.13 -5.88 -6.95  -0.1405
C 0.19 -5.36 -6.66  -0.0992
C 0.27 -5.21 -5.23  -0.0916
C -1.04 -5.61 -4.75  -0.1400
H -2.70 -6.59 -5.66  0.1474
H -1.47 -6.34 -7.87  0.0914
H 1.08 -5.14 -7.23  0.0800
H 1.06 -4.67 -4.73  0.0761
H -1.54 -5.60 -3.80  0.0897
N -5.56 0.39 -2.49  0.0036
C -5.42 -0.98 -2.43  -0.1577
C -5.23 -1.45 -3.69  -0.1429
C -5.01 -0.36 -4.59  -0.0776
C -5.37 0.77 -3.79  -0.1371
H -5.59 1.05 -1.72  0.1405
H -5.51 -1.40 -1.44  0.1039
H -5.15 -2.50 -3.95  0.0857
H -4.69 -0.29 -5.63  0.0804
H -5.39 1.81 -4.10  0.0981
N -0.92 -0.21 -1.42  0.0049
C -0.41 -1.33 -0.86  -0.1674
C 0.62 -1.00 -0.06  -0.1307
C 0.83 0.39 -0.19  -0.1039
C -0.22 0.85 -0.97  -0.1454
H -1.64 -0.08 -2.11  0.1493
H -0.82 -2.29 -1.16  0.1079
H 1.20 -1.68 0.55  0.0928
H 1.56 0.87 0.43  0.0906
H -0.56 1.83 -1.29  0.1058
N -1.08 4.85 5.78  0.0063
C -0.06 4.76 6.69  -0.1878
C 0.84 3.81 6.39  -0.1098
C 0.48 3.40 5.06  -0.0936
C -0.76 4.02 4.75  -0.1389
H -1.82 5.52 5.87  0.1505
H -0.17 5.35 7.59  0.1073
H 1.70 3.56 7.00  0.0934
H 1.12 2.82 4.41  0.0798
H -1.35 3.92 3.85  0.0990
N 3.98 -4.85 6.04  0.0109
C 3.69 -3.76 5.26  -0.1496
C 2.62 -3.02 5.81  -0.1264
C 2.32 -3.62 7.03  -0.1170
C 3.15 -4.80 7.12  -0.1261
H 4.67 -5.54 5.79  0.1528
H 4.28 -3.52 4.39  0.0968
H 2.15 -2.17 5.34  0.0846
H 1.59 -3.43 7.80  0.0834
H 3.18 -5.62 7.81  0.0981
N -2.94 -0.54 4.17  0.0082
C -3.67 -1.24 3.20  -0.1438
C -4.82 -1.74 3.75  -0.1260
C -4.83 -1.32 5.08  -0.1129
C -3.77 -0.42 5.23  -0.1510
H -2.11 0.03 4.12  0.1445
H -3.36 -1.31 2.17  0.0947
H -5.55 -2.42 3.32  0.0940
H -5.59 -1.57 5.81  0.0859
H -3.24 0.14 6.00  0.1055

=====

Record 2
The following is a quantum chemistry calculation of a 12-piece molecular cluster, C40H72O28S4 overall at a distorted geometry, from the OMol25 dataset.

Values from the calculation:
molecular weight: 1129.3 g/mol
lowest unoccupied orbital energy: -0.62 eV
relative energy (zero: lowest compared OMol25 entry of this formula, charge and spin): 6.693 eV
energy: -143311.5936 eV
gap between HOMO and LUMO: 8.23 eV
charge: 0
strongest force on any atom: 0.0931 Eh/bohr

Last column: Löwdin charge in e.
Cartesian coordinates (Å):
C 21.85 7.52 -9.64  -0.0507
C 22.50 8.24 -10.74  -0.3714
C 22.53 7.37 -11.99  -0.1132
O 21.75 8.10 -12.91  0.0608
C 21.22 9.23 -12.30  -0.4589
O 20.46 10.06 -12.78  0.1338
O 21.59 9.25 -10.99  0.0846
H 20.87 7.11 -9.89  0.1066
H 21.78 8.10 -8.73  0.0941
H 22.51 6.73 -9.28  0.0945
H 23.53 8.50 -10.49  0.1581
H 22.06 6.42 -11.74  0.1268
H 23.57 7.17 -12.25  0.1348
C 12.60 9.71 -21.34  -0.0198
C 13.24 8.64 -22.20  -0.3636
C 12.62 7.29 -21.99  -0.0705
O 12.61 6.81 -23.33  0.1160
C 12.82 7.73 -24.19  -0.6042
O 12.74 7.57 -25.39  0.1396
O 13.01 8.88 -23.54  0.1022
H 12.92 9.56 -20.31  0.0866
H 11.52 9.65 -21.22  0.0851
H 12.93 10.69 -21.67  0.0896
H 14.32 8.74 -22.11  0.1617
H 11.62 7.49 -21.60  0.1330
H 13.16 6.69 -21.26  0.1445
C 23.99 15.89 -13.16  0.0006
C 25.45 16.24 -13.66  -0.3347
C 26.56 15.95 -12.65  -0.0716
O 27.16 14.78 -13.23  0.0741
C 26.74 14.62 -14.49  -0.5324
O 27.17 13.75 -15.24  0.1261
O 25.72 15.45 -14.76  0.0799
H 23.92 14.90 -12.71  0.0901
H 23.27 16.00 -13.96  0.0768
H 23.75 16.69 -12.45  0.0757
H 25.63 17.24 -14.06  0.1493
H 26.18 15.64 -11.67  0.1340
H 27.20 16.83 -12.60  0.1318
C 15.90 19.59 -19.20  -0.0346
C 15.42 20.92 -19.79  -0.2789
C 16.56 21.83 -20.43  -0.0621
O 15.98 22.17 -21.70  0.0474
C 14.82 21.46 -21.92  -0.5627
O 14.15 21.54 -22.91  0.1579
O 14.53 20.69 -20.88  0.0915
H 16.44 18.93 -19.88  0.0889
H 15.01 19.04 -18.88  0.0787
H 16.41 19.54 -18.24  0.0801
H 14.96 21.50 -18.99  0.1447
H 17.52 21.32 -20.58  0.1255
H 16.78 22.71 -19.83  0.1231
C 18.66 19.62 -12.30  -0.0001
C 18.80 20.18 -10.84  -0.3162
C 18.72 21.63 -10.53  -0.0882
O 17.73 21.78 -9.50  0.1260
C 17.21 20.63 -9.23  -0.6052
O 16.33 20.42 -8.42  0.1452
O 17.71 19.73 -10.06  0.0885
H 18.36 18.57 -12.27  0.0836
H 19.65 19.73 -12.72  0.0721
H 17.94 20.08 -12.98  0.0808
H 19.74 19.86 -10.40  0.1462
H 18.47 22.12 -11.47  0.1314
H 19.73 22.03 -10.36  0.1360
C 14.30 15.89 -23.82  -0.0200
C 14.15 15.63 -25.36  -0.2862
C 13.35 16.76 -25.97  -0.0846
O 14.16 17.17 -27.09  0.0710
C 15.27 16.41 -27.16  -0.5838
O 16.00 16.38 -28.13  0.1379
O 15.41 15.73 -26.06  0.1055
H 14.81 14.98 -23.51  0.0742
H 13.37 15.77 -23.25  0.0827
H 14.81 16.80 -23.50  0.0907
H 13.64 14.68 -25.46  0.1493
H 13.27 17.61 -25.29  0.1302
H 12.35 16.37 -26.19  0.1331
C 18.80 12.01 -24.32  -0.0181
C 19.99 12.93 -24.06  -0.3463
C 20.39 13.75 -25.28  -0.0949
O 20.49 15.07 -24.80  0.0884
C 20.15 15.08 -23.51  -0.5484
O 20.19 16.06 -22.78  0.1296
O 19.70 13.89 -23.14  0.1044
H 17.95 12.49 -24.81  0.0843
H 18.37 11.52 -23.45  0.0814
H 19.04 11.24 -25.05  0.0888
H 20.85 12.35 -23.73  0.1548
H 19.58 13.82 -26.01  0.1362
H 21.29 13.35 -25.75  0.1392
C 22.75 20.24 -17.07  -0.0175
C 22.19 21.67 -16.86  -0.3652
C 23.12 22.57 -16.13  -0.0776
O 23.26 23.67 -17.06  0.0987
C 22.62 23.43 -18.18  -0.5285
O 22.73 24.04 -19.23  0.1368
O 21.84 22.30 -18.06  0.0933
H 23.72 20.20 -17.56  0.0877
H 22.12 19.52 -17.59  0.0832
H 22.90 19.78 -16.08  0.0765
H 21.30 21.51 -16.25  0.1437
H 24.07 22.05 -16.04  0.1313
H 22.75 22.82 -15.14  0.1377
C 17.57 3.70 -19.33  -0.2635
S 19.03 4.77 -19.64  0.8564
O 18.55 6.08 -20.33  -0.6101
C 19.19 5.48 -17.91  -0.2567
H 17.03 3.74 -20.28  0.0442
H 16.95 4.12 -18.54  0.0462
H 17.77 2.64 -19.15  0.0489
H 18.30 5.91 -17.46  0.0559
H 20.06 6.14 -17.88  0.0413
H 19.46 4.63 -17.28  0.0364
C 18.62 14.20 -17.29  -0.2499
S 17.13 13.10 -17.47  0.8155
O 16.23 13.95 -18.39  -0.5921
C 17.93 11.74 -18.37  -0.2602
H 19.38 13.68 -16.72  0.0426
H 18.37 15.15 -16.80  0.0461
H 18.97 14.43 -18.29  0.0517
H 18.87 11.47 -17.89  0.0530
H 18.14 12.22 -19.33  0.0479
H 17.15 10.98 -18.45  0.0453
C 10.89 13.33 -16.21  -0.2452
S 9.47 14.42 -16.74  0.8126
O 9.27 15.47 -15.67  -0.5819
C 10.23 15.29 -18.22  -0.2486
H 11.81 13.91 -16.17  0.0481
H 10.92 12.57 -16.99  0.0365
H 10.70 12.88 -15.23  0.0485
H 10.61 14.62 -18.99  0.0415
H 11.08 15.79 -17.77  0.0407
H 9.64 16.02 -18.77  0.0483
C 23.66 7.54 -21.84  -0.2712
S 24.40 9.17 -21.43  0.8524
O 24.29 9.99 -22.74  -0.5848
C 22.98 9.60 -20.39  -0.2825
H 23.18 7.06 -20.98  0.0355
H 24.45 6.85 -22.12  0.0426
H 22.81 7.61 -22.52  0.0624
H 23.34 10.47 -19.84  0.0434
H 22.92 8.79 -19.67  0.0390
H 22.07 9.69 -20.98  0.0644

=====

Record 3
The following is a quantum chemistry calculation of a 14-piece molecular cluster, C40H72O32 overall at a distorted geometry, from the OMol25 dataset.

Values from the calculation:
molecular weight: 1065.0 g/mol
lowest unoccupied orbital energy: -0.26 eV
relative energy (zero: lowest compared OMol25 entry of this formula, charge and spin): 0.000 eV
energy: -108169.4697 eV
gap between HOMO and LUMO: 9.69 eV
charge: 0
strongest force on any atom: 0.0437 Eh/bohr

Last column: Löwdin charge in e.
Cartesian coordinates (Å):
O -2.21 -2.80 -1.94  -0.0651
H -2.39 -3.14 -1.05  0.0636
H -3.04 -2.32 -2.21  0.0187
C -3.75 0.03 5.90  -0.0200
C -4.14 0.79 4.64  -0.2815
C -3.10 1.80 4.14  -0.0711
O -2.55 1.20 2.97  0.0507
C -3.32 0.16 2.62  -0.5881
O -3.22 -0.42 1.57  0.1242
O -4.26 -0.11 3.53  0.0953
H -4.33 -0.87 6.07  0.0914
H -3.93 0.71 6.74  0.0920
H -2.71 -0.27 5.85  0.0631
H -5.09 1.30 4.84  0.1496
H -2.37 1.97 4.93  0.1286
H -3.57 2.73 3.83  0.1148
C -1.26 0.65 -1.09  0.0113
C 0.10 0.64 -0.40  -0.3109
C 0.07 0.51 1.10  -0.0784
O 1.17 -0.33 1.37  0.0697
C 1.60 -0.91 0.24  -0.5180
O 2.36 -1.82 0.12  0.1319
O 0.87 -0.47 -0.82  0.0616
H -1.13 0.90 -2.14  0.0567
H -1.90 1.39 -0.62  0.0818
H -1.73 -0.34 -1.02  0.0797
H 0.61 1.59 -0.61  0.1294
H -0.91 0.13 1.42  0.1209
H 0.12 1.52 1.52  0.1175
C 4.58 -2.93 -1.88  -0.0169
C 4.85 -2.50 -3.31  -0.2870
C 6.34 -2.53 -3.69  -0.0995
O 6.38 -3.16 -4.95  0.0810
C 5.18 -3.65 -5.27  -0.5790
O 4.93 -4.26 -6.26  0.1776
O 4.30 -3.43 -4.28  0.0698
H 5.11 -2.27 -1.19  0.0935
H 4.95 -3.95 -1.76  0.0985
H 3.52 -2.80 -1.66  0.0456
H 4.43 -1.52 -3.55  0.1299
H 6.94 -3.07 -2.96  0.1335
H 6.72 -1.51 -3.77  0.1332
C 1.61 -0.71 -4.13  -0.0005
C 1.43 -1.79 -5.19  -0.2707
C 0.01 -1.95 -5.76  -0.0968
O 0.12 -1.80 -7.16  0.0794
C 1.39 -1.48 -7.47  -0.5890
O 1.78 -1.33 -8.59  0.1572
O 2.14 -1.39 -6.38  0.0866
H 0.88 0.08 -4.29  0.0670
H 2.58 -0.22 -4.21  0.0744
H 1.49 -1.07 -3.11  0.0737
H 1.83 -2.75 -4.88  0.1313
H -0.72 -1.29 -5.29  0.1252
H -0.31 -2.97 -5.54  0.1210
C -1.78 4.38 -1.41  -0.0230
C -0.68 4.52 -0.37  -0.2768
C -0.70 5.91 0.34  -0.0653
O -0.80 5.59 1.71  0.0957
C -0.97 4.28 1.89  -0.5688
O -1.20 3.78 2.94  0.1718
O -1.00 3.64 0.71  0.0588
H -1.84 5.22 -2.11  0.0896
H -2.72 4.38 -0.87  0.0843
H -1.66 3.52 -2.06  0.0617
H 0.30 4.24 -0.75  0.1314
H -1.52 6.52 -0.04  0.1334
H 0.26 6.38 0.18  0.1339
C 1.08 -5.31 4.06  -0.0197
C 0.74 -3.91 4.51  -0.3169
C 0.97 -2.82 3.46  -0.0660
O -0.27 -2.07 3.52  0.0709
C -1.12 -2.64 4.38  -0.5570
O -2.23 -2.25 4.62  0.1642
O -0.62 -3.79 4.87  0.1087
H 0.83 -6.05 4.82  0.0856
H 2.17 -5.42 4.03  0.0878
H 0.55 -5.60 3.15  0.0896
H 1.36 -3.64 5.36  0.1517
H 1.18 -3.14 2.44  0.1221
H 1.78 -2.15 3.74  0.1184
C 0.76 2.56 5.31  -0.0230
C 0.46 1.19 4.71  -0.2694
C 1.76 0.45 4.29  -0.0451
O 1.71 -0.71 5.12  0.0247
C 0.70 -0.69 5.99  -0.5821
O 0.54 -1.49 6.85  0.1771
O -0.04 0.42 5.81  0.0829
H 1.28 2.54 6.27  0.0927
H -0.09 3.21 5.55  0.0788
H 1.41 3.13 4.64  0.0765
H -0.23 1.24 3.88  0.1227
H 2.69 1.00 4.28  0.1419
H 1.58 0.08 3.28  0.0969
C 3.61 1.07 -1.59  -0.0081
C 3.95 2.23 -0.69  -0.2757
C 3.40 3.59 -1.12  -0.0781
O 2.84 4.12 0.07  0.0791
C 2.62 3.12 0.94  -0.5580
O 2.01 3.21 1.96  0.1764
O 3.26 1.99 0.55  0.0881
H 2.53 0.88 -1.57  0.0681
H 4.19 0.19 -1.31  0.0855
H 3.91 1.22 -2.63  0.0956
H 5.03 2.33 -0.56  0.1549
H 2.72 3.47 -1.97  0.1012
H 4.22 4.25 -1.43  0.1393
C -7.77 2.02 0.46  -0.0141
C -6.30 1.88 0.81  -0.2863
C -5.26 2.23 -0.24  -0.0646
O -4.44 3.20 0.42  0.0448
C -4.94 3.55 1.60  -0.5949
O -4.53 4.46 2.26  0.1642
O -5.99 2.78 1.89  0.0852
H -8.39 1.99 1.35  0.0916
H -8.06 1.15 -0.13  0.0903
H -7.95 2.87 -0.20  0.0888
H -6.09 0.91 1.27  0.1528
H -5.72 2.70 -1.11  0.1325
H -4.56 1.45 -0.55  0.1197
C 0.73 3.65 -3.89  -0.1051
O 0.65 2.42 -3.13  -0.1531
H -0.16 4.21 -3.63  0.0623
H 1.64 4.19 -3.62  0.0712
H 0.79 3.44 -4.96  0.0884
H -0.10 1.94 -3.50  0.0501
C -4.22 -0.29 -3.56  -0.0985
O -4.27 -1.66 -3.13  -0.1289
H -4.84 0.30 -2.89  0.0702
H -3.19 0.05 -3.47  0.0701
H -4.55 -0.21 -4.59  0.0893
H -4.95 -2.11 -3.63  0.1016
C 1.07 -4.08 -2.30  -0.1500
O 0.03 -3.76 -3.21  -0.1375
H 1.97 -4.38 -2.84  0.0744
H 1.25 -3.24 -1.63  0.0590
H 0.79 -4.97 -1.72  0.0816
H -0.71 -3.44 -2.65  0.0290
C 3.45 -5.26 0.94  -0.1499
O 3.64 -4.01 1.59  -0.1315
H 3.07 -5.18 -0.08  0.0673
H 4.43 -5.74 0.89  0.0792
H 2.74 -5.87 1.50  0.0630
H 3.36 -3.31 0.99  0.0209